{"formula": "C23H30ClGaO9", "method": "wB97M-V/def2-TZVPD", "symbols": ["C", "C", "C", "C", "H", "H", "C", "H", "H", "C", "H", "H", "C", "C", "C", "O", "O", "O", "O", "C", "H", "H", "H", "C", "H", "H", "H", "O", "H", "H", "C", "C", "H", "H", "H", "H", "H", "H", "Ga", "C", "C", "C", "H", "C", "C", "H", "H", "H", "H", "C", "C", "C", "H", "C", "C", "H", "H", "H", "H", "O", "Cl", "O", "O", "O"], "xyz": [[0.784, -2.696, -2.217], [0.305, -1.257, -1.982], [1.683, -3.082, -1.009], [2.024, -1.751, -0.321], [2.585, -3.535, -1.430], [1.180, -3.819, -0.375], [1.481, -0.624, -1.227], [-0.601, -1.300, -1.359], [0.056, -0.759, -2.930], [1.122, 0.506, -0.300], [2.230, -0.310, -1.968], [3.115, -1.650, -0.239], [1.407, -1.447, 1.077], [-0.358, -3.657, -2.479], [1.584, -2.840, -3.516], [2.626, -3.470, -3.621], [-1.493, -3.510, -2.050], [0.014, -4.687, -3.260], [1.043, -2.240, -4.588], [1.793, -2.548, -5.773], [1.276, -2.049, -6.592], [1.807, -3.636, -5.912], [2.824, -2.190, -5.670], [-1.082, -5.537, -3.597], [-1.665, -5.801, -2.707], [-0.635, -6.417, -4.053], [-1.736, -5.025, -4.314], [0.686, -0.122, 0.927], [0.315, 1.147, -0.665], [2.017, 1.110, -0.085], [2.498, -1.230, 2.108], [0.380, -2.460, 1.559], [0.867, -3.434, 1.698], [-0.454, -2.566, 0.854], [-0.025, -2.156, 2.533], [2.068, -0.968, 3.083], [3.171, -0.423, 1.791], [3.084, -2.150, 2.231], [0.266, 1.487, 2.592], [0.039, 4.457, 2.559], [0.770, 3.382, 1.818], [0.341, 3.609, 0.419], [1.842, 3.305, 2.063], [-0.583, 4.643, 0.362], [-0.651, 5.266, 1.633], [-1.017, 6.264, 1.807], [0.382, 4.779, 3.533], [0.762, 3.085, -0.441], [-1.157, 4.962, -0.503], [-1.729, 1.228, 2.728], [-2.513, 2.406, 3.340], [-3.394, 2.875, 2.274], [-2.914, 2.253, 4.349], [-3.103, 2.209, 1.089], [-2.181, 1.189, 1.333], [-1.880, 0.410, 0.621], [-1.813, 0.317, 3.340], [-4.221, 3.540, 2.446], [-3.571, 2.432, 0.129], [-3.437, 4.627, 4.712], [-2.419, 5.034, 3.796], [-2.913, 5.386, 2.490], [-1.435, 5.926, 4.318], [-1.444, 3.517, 3.571]], "forces_ev_per_angstrom": [[0.0, -0.3, -1.1], [-0.2, -0.2, 0.2], [-0.1, 0.0, -0.4], [0.0, 0.5, 0.2], [-0.2, -0.1, 0.3], [0.1, 0.2, 0.0], [-0.1, -0.2, -0.6], [0.3, 0.1, -0.1], [0.0, -0.1, 0.4], [0.1, -0.3, 0.6], [0.0, 0.0, 0.2], [-0.3, -0.1, 0.1], [-0.5, 1.2, 0.2], [-1.7, 0.7, 1.2], [1.9, -0.4, 0.1], [-1.0, 0.7, 0.3], [1.5, -0.4, -0.7], [-0.5, -0.1, 0.2], [0.1, -0.2, 0.0], [-0.1, 0.0, -0.1], [0.1, 0.0, 0.1], [0.0, 0.3, -0.1], [-0.3, -0.1, -0.1], [-0.2, -0.2, -0.2], [0.2, 0.0, -0.2], [-0.1, 0.0, 0.0], [0.1, -0.1, 0.2], [0.5, -1.4, -1.4], [0.1, -0.1, 0.2], [-0.2, 0.1, 0.0], [0.1, -0.2, 0.3], [-0.1, 0.1, 0.1], [-0.1, 0.1, 0.0], [0.2, 0.0, 0.1], [0.1, 0.1, -0.3], [0.1, 0.2, -0.4], [-0.2, -0.1, 0.2], [0.1, -0.1, -0.1], [0.9, 0.0, 1.6], [2.8, 2.3, -3.2], [-0.5, 1.2, -0.4], [-0.2, 0.3, -0.4], [-0.5, 0.2, -0.3], [1.3, -0.7, -0.5], [2.3, -0.6, 1.1], [-0.2, -0.2, 0.1], [-0.2, -0.2, -0.1], [-0.4, 0.1, 0.3], [0.2, -0.1, -0.1], [-1.0, 0.3, 0.7], [-0.2, -0.8, -0.6], [-1.2, -0.9, 0.1], [0.1, 0.0, -0.2], [0.3, -0.8, 0.5], [-0.1, -0.5, -1.4], [0.0, 0.5, 0.2], [-0.1, 0.2, -0.2], [-0.1, 0.0, -0.2], [0.1, -0.1, 0.1], [-0.3, 0.9, 0.4], [1.5, -2.8, -1.8], [-0.7, 1.3, 2.1], [-0.9, 0.8, 0.6], [-2.7, 0.2, 2.2]], "nbo_charge": [-0.2422, -0.3958, -0.4211, -0.2109, 0.2458, 0.2230, -0.2470, 0.2510, 0.2262, -0.0861, 0.1987, 0.2132, 0.2783, 0.8175, 0.8207, -0.6253, -0.5872, -0.5143, -0.5131, -0.2768, 0.1855, 0.1894, 0.1961, -0.2719, 0.2052, 0.1844, 0.1866, -0.5692, 0.2381, 0.1824, -0.7072, -0.6537, 0.1914, 0.2167, 0.2470, 0.2670, 0.2198, 0.1785, 0.4630, -0.1296, -0.7505, -0.2601, 0.2431, -0.2955, -0.3578, 0.1961, 0.2037, 0.1676, 0.1800, -0.7657, 0.0216, -0.4939, 0.1812, -0.2102, -0.4319, 0.1815, 0.2087, 0.1890, 0.1779, -0.8009, 2.4001, -0.7501, -0.7988, -0.6091], "total_charge": -2, "max_force_ev_per_a": 4.8, "homo_lumo_gap_ev": [1.48, 1.46]}